Entry 1:
Below is a structure of composition C44H50BClIrN9OSeSi, with properties calculated with wB97M-V/def2-TZVPD.

Last column: Löwdin charge in e.
Geometry (Å):
Ir 0.148 0.791 0.356  1.108
C 3.445 4.219 3.079  0.004
C 3.020 2.884 2.572  -0.237
C 3.506 1.623 2.869  0.058
C 2.751 0.737 2.104  -0.230
N 1.858 1.431 1.378  -0.030
N 2.041 2.729 1.677  0.048
B 1.143 3.703 0.920  -0.506
N 1.177 3.355 -0.585  0.043
N 0.652 2.203 -1.108  -0.055
C 0.764 2.296 -2.439  -0.230
C 1.427 3.482 -2.766  0.048
C 1.658 4.131 -1.573  -0.249
C 2.299 5.458 -1.347  -0.010
C 0.200 1.400 -3.467  -0.231
C 1.041 0.871 -4.445  -0.033
C 0.511 0.191 -5.529  -0.086
C -0.862 0.029 -5.647  -0.064
C -1.705 0.574 -4.690  -0.078
C -1.177 1.268 -3.613  -0.121
N -0.277 3.471 1.451  0.052
N -0.952 2.347 1.107  -0.032
C -2.192 2.459 1.609  -0.220
C -2.280 3.661 2.309  0.050
C -1.054 4.278 2.180  -0.240
C -0.602 5.599 2.699  0.003
C -3.393 1.649 1.346  -0.176
C -3.821 1.421 0.041  -0.046
C -5.102 0.947 -0.194  -0.084
C -5.957 0.673 0.865  -0.077
C -5.527 0.877 2.168  -0.075
C -4.253 1.371 2.407  -0.039
C 2.982 -0.714 1.996  -0.190
C 2.973 -1.513 3.135  -0.042
C 3.366 -2.842 3.065  -0.086
C 3.788 -3.379 1.858  -0.076
C 3.803 -2.586 0.717  -0.089
C 3.392 -1.263 0.781  -0.031
H 4.323 4.111 3.711  0.088
H 2.654 4.680 3.671  0.084
H 3.689 4.895 2.260  0.084
H 4.326 1.378 3.523  0.126
H 1.477 4.831 1.091  0.120
H 1.633 3.837 -3.761  0.127
H 2.620 5.865 -2.303  0.088
H 3.172 5.376 -0.698  0.086
H 1.607 6.163 -0.887  0.087
H 2.112 1.010 -4.355  0.120
H 1.167 -0.210 -6.292  0.080
H -1.273 -0.507 -6.494  0.109
H -2.778 0.473 -4.789  0.108
H -1.836 1.740 -2.891  0.098
H -3.167 4.057 2.774  0.129
H -1.420 6.075 3.234  0.089
H -0.284 6.258 1.892  0.087
H 0.236 5.483 3.387  0.082
H -3.173 1.682 -0.785  0.095
H -5.447 0.822 -1.212  0.107
H -6.960 0.313 0.674  0.109
H -6.191 0.672 2.998  0.109
H -3.927 1.571 3.422  0.121
H 2.691 -1.076 4.087  0.122
H 3.375 -3.451 3.962  0.110
H 4.120 -4.408 1.806  0.111
H 4.140 -3.001 -0.225  0.107
H 3.430 -0.631 -0.099  0.119
C -0.066 -3.552 3.809  -0.001
N -0.120 -2.164 3.404  -0.083
C -0.413 -1.040 4.265  -0.017
C -0.305 0.130 3.298  -0.440
O -0.337 1.293 3.601  0.105
N -0.113 -0.393 2.018  -0.025
C 0.060 -1.725 2.154  -0.459
N 0.435 -2.527 1.177  0.227
H -0.220 -3.604 4.883  0.104
H 0.911 -3.988 3.586  0.079
H -0.849 -4.135 3.320  0.098
H 0.319 -0.936 5.068  0.140
H -1.415 -1.090 4.696  0.146
H 0.627 -3.499 1.342  0.117
H 0.485 -2.168 0.230  -0.005
C -3.852 -2.185 -1.774  -0.215
Si -2.540 -2.296 -0.454  0.226
C -3.233 -2.022 1.255  -0.172
C -1.825 -4.024 -0.588  -0.207
Se -1.008 -0.687 -1.160  0.478
H -4.639 -2.921 -1.587  0.044
H -3.412 -2.404 -2.750  0.038
H -4.310 -1.201 -1.822  0.006
H -3.808 -2.904 1.556  0.049
H -3.901 -1.166 1.268  0.003
H -2.464 -1.848 2.008  0.011
H -2.562 -4.655 -1.090  0.042
H -1.620 -4.475 0.385  0.023
H -0.915 -4.043 -1.186  -0.012
Cl 1.670 -2.888 -7.464  0.697
C 1.620 -3.289 -5.784  -0.661
C 0.925 -4.419 -5.358  -0.095
C 0.884 -4.726 -4.018  -0.027
C 1.521 -3.901 -3.057  -0.310
C 1.510 -4.188 -1.693  0.056
C 2.202 -2.752 -3.529  -0.028
C 2.271 -2.465 -4.870  -0.120
H 0.429 -5.047 -6.086  0.110
H 0.356 -5.611 -3.684  0.117
H 2.018 -3.529 -1.007  0.024
H 1.075 -5.102 -1.313  0.068
H 2.686 -2.093 -2.814  0.112
H 2.816 -1.602 -5.223  0.102

Cartesian forces (eV/Å) of the 3 atoms listed first:
Ir -0.28 0.32 -0.27
C -0.01 -0.01 -0.02
C 0.06 0.09 -0.03

Its energy above the lowest of the compared OMol25 structures with the same formula, charge and spin is 0.0 kcal/mol. Its multiplicity is 2. As for the charge: +1. The electronic energy comes out at -5555.05724 hartree.

Entry 2:
Below is a structure of composition C44H50Cl2FN4O8SSiTl at a distorted geometry, with properties calculated with wB97M-V/def2-TZVPD.

Last column: Löwdin charge in e.
Geometry (Å):
Tl 0.907 -2.059 0.208  0.995
C -6.034 -1.468 -4.019  -0.051
C -4.906 -0.887 -4.870  -0.318
C -5.264 0.544 -5.279  -0.156
C -4.159 1.128 -6.148  -0.146
C -2.864 1.067 -5.387  -0.153
C -1.878 2.004 -5.615  0.025
C -0.691 1.953 -4.898  -0.255
F 0.251 2.899 -5.156  0.037
C -0.471 0.989 -3.947  0.073
C -1.463 0.039 -3.697  -0.026
C -1.196 -0.959 -2.630  -0.305
O -0.149 -0.891 -1.999  -0.077
C -2.243 -1.936 -2.475  -0.003
C -3.349 -1.862 -3.241  0.010
N -3.634 -0.885 -4.156  0.003
C -2.674 0.064 -4.415  -0.087
C -2.239 -3.086 -1.404  -0.673
O -3.019 -4.011 -1.654  -0.039
O -1.531 -2.913 -0.405  -0.136
H -6.990 -1.247 -4.488  0.073
H -6.022 -1.025 -3.026  0.097
H -5.955 -2.546 -3.921  0.075
H -4.797 -1.495 -5.784  0.154
H -5.375 1.147 -4.376  0.133
H -6.217 0.547 -5.814  0.113
H -4.385 2.163 -6.415  0.112
H -4.082 0.558 -7.083  0.121
H -2.017 2.784 -6.351  0.119
H 0.441 0.944 -3.373  0.134
H -4.073 -2.651 -3.121  0.117
Cl 5.053 -7.595 -4.212  0.571
C 4.191 -6.261 -3.485  -0.705
C 4.047 -5.085 -4.233  -0.161
C 3.359 -4.047 -3.683  -0.591
Cl 3.136 -2.592 -4.579  0.676
C 2.763 -4.057 -2.356  -0.424
O 2.139 -3.081 -1.930  -0.135
C 2.983 -5.296 -1.636  -0.130
C 2.502 -5.453 -0.293  -0.246
O 1.886 -4.679 0.415  -0.077
C 3.673 -6.366 -2.223  -0.099
H 4.474 -5.007 -5.224  0.093
H 2.762 -6.454 0.132  0.113
H 3.789 -7.286 -1.661  0.100
C -0.048 1.852 -0.526  -0.014
C 0.022 1.877 0.998  -0.624
C 0.258 3.303 1.502  -0.025
C -1.294 1.358 1.585  -0.033
O 1.057 1.007 1.410  -0.193
Si 2.667 1.336 1.427  -0.225
S 3.898 -0.312 1.387  0.209
O 2.968 2.282 2.763  -0.177
C 3.349 1.929 4.065  -0.674
C 2.993 3.131 4.956  -0.038
C 2.606 0.686 4.557  -0.052
C 4.860 1.669 4.097  -0.057
O 2.815 2.390 0.169  -0.174
C 3.775 3.315 -0.242  -0.657
C 3.999 4.366 0.853  -0.031
C 5.096 2.615 -0.573  -0.043
C 3.228 3.990 -1.513  -0.034
H -0.865 2.469 -0.900  0.092
H -0.184 0.824 -0.845  0.057
H 0.901 2.205 -0.919  0.074
H -0.630 3.919 1.370  0.082
H 1.083 3.742 0.958  0.057
H 0.519 3.268 2.555  0.078
H -2.136 1.897 1.150  0.085
H -1.322 1.506 2.666  0.075
H -1.414 0.302 1.355  0.081
H 1.919 3.298 4.931  0.072
H 3.491 4.024 4.584  0.075
H 3.298 2.946 5.983  0.072
H 1.533 0.862 4.536  0.073
H 2.905 0.435 5.574  0.079
H 2.827 -0.146 3.895  0.036
H 5.398 2.568 3.805  0.073
H 5.081 0.878 3.383  0.012
H 5.183 1.369 5.091  0.073
H 4.505 3.898 1.691  0.068
H 3.041 4.733 1.211  0.076
H 4.589 5.202 0.479  0.076
H 5.483 2.137 0.323  0.060
H 5.822 3.330 -0.962  0.076
H 4.916 1.839 -1.312  0.089
H 2.284 4.492 -1.304  0.077
H 3.052 3.240 -2.280  0.083
H 3.945 4.719 -1.887  0.073
C -1.038 -3.914 4.468  -0.060
C -0.334 -3.564 3.324  -0.121
N -0.129 -2.305 2.981  0.052
C -0.653 -1.353 3.715  -0.096
C -1.452 -1.587 4.841  -0.225
C -1.607 -2.914 5.237  -0.036
C -2.015 -0.474 5.597  -0.027
C -2.903 0.432 5.136  -0.043
C -3.572 0.408 3.862  -0.286
C -4.385 1.482 3.451  -0.022
C -5.020 1.360 2.238  -0.155
N -4.889 0.286 1.456  0.083
C -4.089 -0.667 1.924  -0.192
N -3.455 -0.672 3.070  0.160
H -1.142 -4.952 4.750  0.095
H 0.096 -4.302 2.662  0.105
H -0.420 -0.346 3.412  0.095
H -2.189 -3.162 6.118  0.107
H -1.655 -0.375 6.616  0.110
H -3.186 1.254 5.784  0.101
H -4.496 2.362 4.068  0.101
H -5.669 2.145 1.860  0.100
H -3.950 -1.540 1.296  0.121

Cartesian forces (eV/Å) of the 3 atoms listed first:
Tl 0.34 0.15 -0.11
C 0.20 -0.06 -0.17
C -0.51 0.08 -0.15

As for the charge: -2. The electronic energy comes out at -4408.36213 hartree.

Entry 3:
Below is a cluster of 3 separate species, C44H50FN3O8PS4 in total at a distorted geometry, with properties calculated with wB97M-V/def2-TZVPD.

Last column: Löwdin charge in e.
Geometry (Å):
C -7.895 3.003 -0.931  -0.126
C -8.623 2.227 0.343  -0.253
N -7.778 1.032 0.727  -0.219
C -8.554 -0.266 0.716  -0.260
C -7.609 -1.580 0.295  -0.104
C -7.004 1.248 2.008  -0.926
S -5.888 2.571 2.007  0.592
S -7.150 0.253 3.588  0.795
C -5.452 0.045 4.421  -0.435
C -4.732 -1.228 3.610  -0.229
C -3.109 -1.294 3.807  -0.086
C -2.247 -0.424 2.667  -0.296
O -3.251 0.553 2.126  -0.047
O -1.207 0.397 3.279  -0.038
C -0.032 -0.332 3.736  -0.418
C -0.159 -0.735 5.356  -0.078
N 1.108 0.716 3.733  0.075
C 0.507 -1.545 2.793  -0.351
F 1.685 -1.037 2.007  -0.050
P 1.297 -2.865 3.992  0.893
O 2.285 -3.870 3.206  -0.495
N -0.519 -2.277 1.971  -0.305
S 0.206 -3.302 0.702  0.971
C -1.687 -1.456 1.476  -0.331
O -2.810 -2.451 1.347  -0.045
C -1.544 -0.786 0.007  -0.117
C -0.159 0.003 -0.340  -0.248
C 0.078 1.402 0.515  -0.516
S 0.470 2.784 -0.745  0.622
H -6.932 3.604 -0.626  0.053
H -7.618 2.197 -1.764  0.087
H -8.663 3.756 -1.421  0.081
H -8.682 2.991 1.244  0.122
H -9.720 1.967 0.021  0.126
H -9.198 -0.465 1.679  0.114
H -9.341 -0.173 -0.178  0.131
H -7.355 -1.551 -0.862  0.086
H -6.654 -1.687 0.969  0.046
H -8.316 -2.529 0.431  0.091
H -5.595 -0.163 5.563  0.100
H -4.848 1.051 4.309  0.075
H -5.176 -2.200 4.140  0.135
H -5.105 -1.245 2.500  0.076
H -2.888 -0.725 4.834  0.133
H -2.694 -2.382 3.954  0.115
H -3.788 0.136 1.392  0.107
H -0.766 0.178 5.830  0.134
H 0.871 -0.748 5.909  0.087
H -0.831 -1.681 5.537  0.081
H 0.709 1.597 3.289  0.107
H 1.303 1.030 4.729  0.103
H 2.170 -2.232 4.991  0.074
H 0.298 -3.709 4.615  0.051
H -0.949 -2.996 2.631  0.146
H -0.735 -4.366 0.593  -0.021
H -2.663 -3.035 0.548  0.111
H -2.427 -0.042 -0.286  0.162
H -1.635 -1.666 -0.796  0.129
H 0.812 -0.691 -0.366  0.108
H -0.272 0.367 -1.473  0.104
H -0.867 1.777 1.092  0.086
H 1.049 1.295 1.158  0.059
H 1.185 2.155 -1.815  -0.086
C 7.858 -9.421 -2.159  -0.055
C 8.964 -9.199 -1.338  -0.053
C 8.902 -8.240 -0.327  0.009
C 7.734 -7.490 -0.142  -0.087
C 6.637 -7.694 -0.978  -0.088
C 6.695 -8.670 -1.982  0.006
C 5.418 -6.874 -0.825  -0.280
O 4.452 -7.055 -1.557  0.090
C 5.382 -5.828 0.216  -0.084
C 4.255 -5.005 0.335  0.007
C 4.208 -4.022 1.326  -0.092
C 5.279 -3.864 2.204  -0.056
C 6.406 -4.679 2.085  0.013
C 6.461 -5.656 1.082  -0.084
C 7.672 -6.489 0.942  -0.278
O 8.616 -6.348 1.711  0.100
H 7.903 -10.175 -2.941  0.110
H 9.875 -9.776 -1.485  0.110
H 9.768 -8.076 0.313  0.123
H 5.838 -8.844 -2.629  0.121
H 3.413 -5.123 -0.345  0.112
H 3.333 -3.380 1.412  0.055
H 5.239 -3.103 2.981  0.106
H 7.240 -4.547 2.772  0.123
C 4.678 7.169 -7.149  -0.056
C 4.222 8.429 -7.536  -0.053
C 3.067 8.960 -6.960  0.009
C 2.358 8.224 -6.002  -0.086
C 2.801 6.954 -5.634  -0.087
C 3.971 6.430 -6.200  0.005
C 2.035 6.148 -4.662  -0.279
O 2.425 5.034 -4.335  0.088
C 0.787 6.700 -4.097  -0.084
C 0.020 5.923 -3.218  -0.001
C -1.154 6.443 -2.669  -0.058
C -1.559 7.739 -2.986  -0.056
C -0.800 8.513 -3.865  0.010
C 0.371 7.988 -4.429  -0.084
C 1.148 8.801 -5.385  -0.277
O 0.790 9.938 -5.669  0.101
H 5.584 6.758 -7.591  0.109
H 4.767 8.999 -8.285  0.110
H 2.719 9.946 -7.263  0.123
H 4.330 5.445 -5.908  0.121
H 0.331 4.912 -2.963  0.086
H -1.751 5.836 -1.991  0.104
H -2.470 8.147 -2.552  0.108
H -1.125 9.522 -4.112  0.123

Cartesian forces (eV/Å) of the 3 atoms listed first:
C -0.53 -0.19 -0.46
C 0.43 2.46 -0.83
N -0.66 -1.06 3.95

As for the charge: +1. The electronic energy comes out at -4506.18221 hartree.

Entry 4:
Below is a structure of composition C44H50KN3P2S at a distorted geometry, with properties calculated with wB97M-V/def2-TZVPD.

Last column: Löwdin charge in e.
Geometry (Å):
K -1.489 1.504 0.075  0.791
C 1.769 1.128 0.853  -0.303
P 3.564 0.610 0.847  1.065
C 3.735 -0.180 2.489  -0.391
C 3.118 -1.373 2.875  -0.124
C 3.222 -1.837 4.178  -0.076
C 3.929 -1.106 5.127  -0.089
C 4.556 0.078 4.762  -0.097
C 4.467 0.526 3.446  -0.136
C 3.580 -0.800 -0.333  -0.371
C 4.149 -2.039 -0.043  -0.098
C 4.260 -3.027 -1.015  -0.085
C 3.825 -2.790 -2.309  -0.087
C 3.287 -1.548 -2.622  -0.099
C 3.156 -0.572 -1.646  -0.111
C 0.728 0.182 1.375  -0.437
C 0.430 -0.174 2.693  -0.122
C -0.720 -0.992 2.631  -0.088
C -1.025 -1.114 1.278  -0.485
C -2.215 -1.829 0.708  -0.300
P -2.132 -3.426 -0.263  1.065
C -1.771 -2.961 -2.003  -0.411
C -0.628 -2.267 -2.413  -0.074
C -0.379 -2.082 -3.765  -0.092
C -1.258 -2.576 -4.726  -0.094
C -2.394 -3.262 -4.329  -0.094
C -2.642 -3.454 -2.973  -0.134
C -0.526 -4.252 0.128  -0.361
C 0.370 -3.908 1.139  -0.067
C 1.566 -4.606 1.297  -0.090
C 1.894 -5.649 0.449  -0.102
C 1.002 -6.014 -0.554  -0.090
C -0.194 -5.330 -0.702  -0.116
N -0.157 -0.400 0.512  -0.073
H 1.547 1.360 -0.194  0.060
H 1.755 2.084 1.380  0.039
H 2.525 -1.928 2.158  0.089
H 2.725 -2.757 4.464  0.107
H 3.997 -1.465 6.147  0.101
H 5.130 0.638 5.490  0.098
H 4.989 1.430 3.148  0.081
H 4.514 -2.244 0.955  0.094
H 4.696 -3.985 -0.755  0.102
H 3.912 -3.558 -3.067  0.102
H 2.978 -1.335 -3.637  0.093
H 2.745 0.392 -1.924  0.095
H 1.019 0.033 3.574  0.085
H -1.238 -1.467 3.454  0.099
H -2.804 -1.158 0.058  0.055
H -2.878 -2.070 1.541  0.067
H 0.069 -1.885 -1.672  0.094
H 0.510 -1.548 -4.074  0.089
H -1.052 -2.427 -5.779  0.101
H -3.078 -3.660 -5.069  0.100
H -3.521 -4.006 -2.658  0.090
H 0.157 -3.081 1.800  0.078
H 2.251 -4.316 2.086  0.092
H 2.832 -6.179 0.567  0.099
H 1.240 -6.832 -1.222  0.099
H -0.877 -5.624 -1.492  0.099
C -3.914 0.160 -2.992  -0.022
C -3.465 1.417 -2.281  -0.200
C -2.372 2.144 -2.775  -0.209
C -1.573 1.612 -3.942  -0.031
C -2.025 3.372 -2.195  -0.222
C -0.911 4.206 -2.792  -0.030
C -2.742 3.852 -1.091  -0.239
C -2.376 5.183 -0.470  -0.067
C -3.815 3.110 -0.574  -0.235
C -4.612 3.664 0.588  -0.028
C -4.158 1.877 -1.150  -0.225
C -5.262 1.032 -0.549  -0.038
H -3.404 -0.737 -2.625  0.076
H -3.710 0.219 -4.059  0.082
H -4.985 0.001 -2.875  0.081
H -0.520 1.879 -3.859  0.080
H -1.933 2.011 -4.897  0.101
H -1.625 0.530 -3.998  0.054
H 0.056 4.015 -2.315  0.097
H -1.114 5.269 -2.683  0.077
H -0.791 4.005 -3.855  0.074
H -1.309 5.383 -0.536  0.066
H -2.629 5.228 0.586  0.040
H -2.901 6.005 -0.969  0.100
H -4.119 3.496 1.552  0.094
H -5.603 3.220 0.646  0.072
H -4.745 4.740 0.488  0.083
H -5.109 -0.027 -0.749  0.071
H -6.246 1.299 -0.946  0.099
H -5.309 1.147 0.533  0.079
C 3.081 4.396 3.672  -0.068
N 1.802 4.516 3.001  -0.054
C 0.774 3.668 3.160  -0.926
N 0.974 2.634 3.992  0.126
S -0.703 3.896 2.360  0.595
H 3.739 5.177 3.302  0.091
H 3.557 3.440 3.439  0.065
H 2.988 4.499 4.755  0.093
H 1.589 5.336 2.459  0.115
H 1.900 2.368 4.286  0.088
H 0.298 1.888 3.911  0.068

Cartesian forces (eV/Å) of the 3 atoms listed first:
K -0.31 0.85 0.28
C -0.03 -0.35 0.05
P 0.15 -0.03 -0.11

Its energy above the lowest of the compared OMol25 structures with the same formula, charge and spin is 9.8 kcal/mol. As for the charge: 0. The electronic energy comes out at -3551.81947 hartree.